[1]
The following is a DFT calculation (ωB97M-V/def2-TZVPD) of C32H32CrF5N4O8S as an isolated structure.

```
! wB97M-V def2-TZVPD RIJCOSX def2/J DEFGRID3
* xyz -1 5
Cr 0.1135 -0.8176 -0.6004
S -2.4400 -3.1966 8.9554
F 3.0650 -1.7454 -2.3938
F 2.6238 0.7036 -1.3371
F 3.0487 -2.6531 -0.4239
F 2.5624 -0.1647 0.6917
F 4.4892 -1.1161 -0.8961
O 0.9973 4.3288 -1.8097
O -3.4272 -2.6490 0.2780
O 0.4948 -2.2204 0.9400
O 0.2001 -2.9652 8.6950
O -1.6891 -1.4267 -0.3313
O 0.4503 -2.5996 -1.6360
O 1.0750 0.1474 -6.6074
O 0.4871 -4.8170 -1.4757
N -0.2671 0.9867 0.2396
N 1.9581 1.9796 -5.6061
N -0.4117 0.0145 -2.3889
N 0.1278 5.7507 -0.2814
C -0.1932 3.3887 0.0319
C 0.1526 2.1097 -0.3477
C -2.4650 -2.5718 4.3896
C -2.3857 -2.1058 0.5782
C 0.0851 0.8161 -4.5712
C -0.7338 -3.0993 9.4419
C -2.1125 1.0663 -3.6647
C -2.5169 -2.4026 3.0379
C -1.7916 -2.1753 1.9563
C 1.9057 3.0344 -4.5885
C -2.2851 -4.0400 6.3451
C -1.6756 0.4418 -2.5117
C -0.3055 -1.9260 2.1462
C 2.2079 -0.4173 -0.6193
C 0.3577 -3.5636 0.5381
C 1.0873 0.9537 -5.6853
C -2.3012 -3.8708 4.9861
C -2.6409 -1.4875 5.3172
C -2.4387 -2.9643 7.2312
C 2.3884 2.6259 -7.9830
C 2.9496 2.0866 -6.6738
C 0.4345 -3.6097 -0.9527
C -1.2201 1.2589 -4.7050
C -1.1604 1.1290 1.3175
C 3.2160 -1.4856 -1.0790
C -1.0653 3.5423 1.1777
C 0.4458 0.1812 -3.3967
C -2.6177 -1.6901 6.6701
C -1.5280 2.3732 1.7667
C 1.2180 4.3016 -5.0678
C 0.3568 4.4747 -0.7617
C -0.5515 -3.2463 10.9409
H 0.3365 -3.8460 11.1334
H -0.0325 -0.8968 2.3760
H -0.6163 -3.9729 0.8341
H -1.4221 -3.6933 11.4198
H 3.3672 1.0938 -6.8417
H 0.4976 -4.7282 -2.4420
H 1.9853 3.6307 -7.8619
H -2.7454 -0.8400 7.3318
H -0.3959 -2.2517 11.3608
H 1.1640 5.0067 -4.2400
H 1.7525 4.7623 -5.8998
H -2.2209 2.4189 2.5986
H 1.4103 2.6696 -3.6933
H 3.1764 2.6643 -8.7373
H 2.9345 3.2486 -4.2921
H 1.1438 -4.1884 0.9700
H -2.1550 -5.0381 6.7503
H -2.8015 -0.4911 4.9244
H 0.0737 -2.5677 2.9431
H -1.5852 0.2292 1.7273
H 0.1989 4.0838 -5.3962
H 0.7022 6.4593 -0.7067
H 1.4539 -0.1793 -3.2477
H -1.5330 1.7510 -5.6180
H 0.8205 2.0104 -1.1922
H -2.2097 -4.7302 4.3329
H 1.5984 1.9721 -8.3490
H -1.4082 4.5057 1.5255
H -2.3160 0.2621 -1.6596
H 3.7472 2.7303 -6.2996
H -0.0579 5.8574 0.7017
H -3.1380 1.3996 -3.7290
*
```

Output
Relative energy (zero: lowest compared OMol25 entry of this formula, charge and spin): 0.555 eV
Calculated total energy: -4001.6391 Eh
Orbital gap (alpha / beta): 0.17045 / 0.18027 hartree
LUMO energy (alpha / beta): 1.91 / 1.70 eV

---

[2]
The following is a DFT calculation (ωB97M-V/def2-TZVPD) of a 6-piece molecular cluster, C4H22N2O7 overall at a distorted geometry.

```
! wB97M-V def2-TZVPD RIJCOSX def2/J DEFGRID3
* xyz 1 2
O -1.7198 -1.6308 -0.2078
O -2.3190 -1.8531 2.8336
O -0.7007 2.0347 -2.3859
O -0.0105 -3.4495 -1.0314
O 2.9102 0.6308 0.8022
O 2.4700 1.7111 -1.7026
O 2.1380 -1.5635 -0.6864
N -2.3099 1.9303 -0.0948
N 0.6870 0.0059 1.1335
C -1.4537 -0.3445 -0.7426
C -0.1913 1.1204 0.9346
C -1.5831 0.7842 0.3120
C 1.9653 0.2700 1.7548
H -0.4878 -0.4304 -1.2630
H 0.1958 1.7697 0.1305
H -1.3927 -1.6458 2.6870
H -2.2462 -0.1492 -1.4627
H 3.2828 1.9708 -1.2492
H 2.3233 -0.6265 2.2845
H 1.3771 -2.1936 -0.6487
H 1.8259 2.2469 -1.2279
H -2.6734 -0.9615 2.9511
H -1.8535 2.7055 -0.5463
H -1.0702 2.2824 -3.2438
H -0.8157 -2.9963 -1.3266
H -2.1274 0.2608 1.1115
H -3.1030 1.7120 -0.6800
H 0.2409 2.2033 -2.5249
H -0.2680 -3.9562 -0.2548
H 1.9853 1.0930 2.4759
H 2.9148 0.1490 -0.0407
H 2.7744 -2.2634 -0.9025
H -1.2477 -1.8339 0.6012
H -0.2627 1.6631 1.8808
H 0.7452 -0.6455 0.3295
*
```

Output
Relative energy (zero: lowest compared OMol25 entry of this formula, charge and spin): 1.414 eV
Calculated total energy: -801.4317 Eh
Orbital gap (alpha / beta): 0.36297 / 0.17506 hartree
LUMO energy (alpha / beta): -2.88 / -7.98 eV

---

[3]
The following is a DFT calculation (ωB97M-V/def2-TZVPD) of C4H4HoO5 as an isolated structure at a distorted geometry.

```
! wB97M-V def2-TZVPD RIJCOSX def2/J DEFGRID3
* xyz 1 5
Ho 3.2489 1.1634 1.3414
O 4.1475 -0.1839 -0.1629
O 2.2060 -0.6948 0.7431
O 5.0553 4.2348 1.7340
O 2.9667 4.7167 1.6311
O 3.1510 -2.1419 -0.7015
C 3.1642 -1.0755 -0.0735
C 5.0670 5.6922 1.8211
C 3.8543 3.7802 1.5972
C 3.5828 6.0334 1.7548
H 5.5454 5.9588 2.7679
H 5.6511 6.0687 0.9764
H 3.2963 6.6154 0.8744
H 3.1893 6.4950 2.6647
*
```

Output
Relative energy (zero: lowest compared OMol25 entry of this formula, charge and spin): 0.000 eV
Calculated total energy: -1478.7925 Eh
Orbital gap (alpha / beta): 0.23366 / 0.23852 hartree
LUMO energy (alpha / beta): -5.99 / -5.87 eV

---

[4]
The following is a DFT calculation (ωB97M-V/def2-TZVPD) of one molecule with the formula C20H24N2O2.

```
! wB97M-V def2-TZVPD RIJCOSX def2/J DEFGRID3
* xyz 0 1
O -2.7141 1.0262 -2.2302
O -1.8087 -2.1074 -0.5938
N -2.0942 1.6258 -0.1472
N 0.3500 1.1064 0.4076
C 3.8042 -0.1383 -0.4029
C -2.7146 0.8070 -1.0328
C -3.8718 -2.5666 0.3472
C 4.9825 0.5048 -0.0486
C 0.1740 2.5008 0.0441
C 3.7999 -1.5248 -0.4937
C 6.1339 -0.2203 0.2047
C -1.9293 1.3522 1.2574
C -1.1977 2.6528 -0.6352
C -5.1428 -2.2348 0.7601
C 4.9491 -2.2519 -0.2419
C 2.5420 0.6405 -0.6392
C -3.4970 -0.3157 -0.4154
C 1.7229 0.7129 0.6573
C -3.0317 -1.6241 -0.2566
C -5.6155 -0.9441 0.5761
C 6.1198 -1.6009 0.1086
C -4.7914 -0.0017 -0.0039
C -0.9602 -1.3866 -1.4650
C -0.5292 0.7609 1.5134
H 2.7893 1.6438 -0.9884
H -3.4876 -3.5669 0.4722
H 5.0001 1.5832 0.0255
H -0.1541 -2.0788 -1.7092
H 4.9323 -3.3292 -0.3203
H -5.1418 1.0102 -0.1491
H -1.4795 -1.0984 -2.3812
H 2.8877 -2.0352 -0.7681
H -0.5402 -0.4979 -0.9845
H 7.0443 0.2937 0.4768
H -0.1430 1.1353 2.4784
H 0.2457 3.1571 0.9297
H -1.1213 2.5165 -1.7160
H -5.7703 -2.9843 1.2184
H -2.7035 0.6672 1.6022
H -0.5825 -0.3299 1.5702
H -6.6145 -0.6764 0.8834
H 1.9320 0.1494 -1.3989
H -1.6192 3.6443 -0.4338
H 7.0181 -2.1676 0.3043
H 2.2210 1.3833 1.3793
H -2.0442 2.3004 1.7937
H 0.9564 2.7941 -0.6541
H 1.6951 -0.2870 1.0995
*
```

Output
Relative energy (zero: lowest compared OMol25 entry of this formula, charge and spin): 2.217 eV
Structure (SMILES): COc1ccccc1C(=O)N1CCN(CCc2ccccc2)CC1
Calculated total energy: -1036.4962 Eh
Orbital gap: 0.33958 hartree
LUMO energy: 0.78 eV

---

[5]
The following is a DFT calculation (ωB97M-V/def2-TZVPD) of C43H42N9O2STi as an isolated structure at a distorted geometry.

```
! wB97M-V def2-TZVPD RIJCOSX def2/J DEFGRID3
* xyz 1 3
Ti 0.0061 -1.1782 0.3006
S -3.8941 0.7941 0.8281
O -0.3855 0.6000 0.3309
O 1.3778 -0.7949 -1.2669
N 1.2748 -0.9534 1.9241
N -4.0306 0.1661 -2.0840
N 1.1695 -3.1136 0.4665
N 2.5166 -3.0063 0.5013
N -1.2013 -1.9729 -1.4708
N -1.4814 -1.2470 2.9232
N -1.2868 -2.0145 1.8174
N -3.0145 -0.3720 -0.0153
N 2.5946 0.5577 -2.5905
C 0.2721 0.0470 5.9281
C -4.9157 4.1602 -1.1523
C 2.6259 -0.4418 -3.6470
C -0.6864 -0.3651 5.0227
C -0.8558 3.8332 -1.3434
C 4.5476 0.5994 1.0315
C -1.1576 3.5377 -3.7187
C -4.3297 1.5200 -1.7716
C 5.1231 -0.3921 0.2398
C 3.1177 1.8972 -2.8326
C -3.0579 -2.4223 -2.9147
C -1.0408 -3.6580 -3.1769
C 1.9056 -0.3036 4.1915
C 1.5907 0.0426 5.4848
C -2.7575 -1.3761 3.3392
C -3.1844 -0.5562 -1.2557
C -0.8832 1.6124 -2.2922
C -4.6478 2.4127 -2.7802
C 2.0867 -5.1658 0.4181
C 0.9088 -4.4138 0.4084
C 1.9455 0.2983 -1.4764
C 3.1812 -1.7535 0.6880
C -0.4759 2.7343 1.3982
C -1.0762 2.1585 -3.5463
C -2.4539 -1.7055 -1.8917
C -0.5475 1.9041 0.1611
C 6.4487 -0.1884 -0.4413
C -2.3521 -3.4353 -3.5482
C -2.4411 -2.6332 1.5880
C 2.5750 -0.7557 1.4659
C -4.5599 3.2709 -0.1472
C -4.9579 3.7294 -2.4677
C -1.0485 4.3637 -2.6023
C -3.4048 -2.2715 2.5192
C 0.9379 -0.6391 3.2209
C -0.7594 2.4340 -1.1433
C -0.0904 0.3876 7.3471
C 3.3079 0.4275 1.6244
C -4.2904 1.9462 -0.4504
C 4.4111 -1.5727 0.0743
C -0.5063 -2.8974 -2.1494
C 3.0892 -4.2270 0.4870
C -0.3868 -0.7066 3.7034
H 7.0681 -1.0837 -0.3851
H 4.1567 -4.3343 0.5704
H -0.1155 -4.7509 0.3854
H 6.3183 0.0518 -1.4993
H -1.7028 -0.4405 5.3787
H -2.8218 -4.0197 -4.3280
H -0.8340 0.5414 -2.1805
H -5.1510 5.1865 -0.9059
H -4.4327 -2.5809 2.5731
H -0.0683 -0.4970 7.9869
H 7.0032 0.6300 0.0156
H 2.1918 -6.2354 0.4031
H -1.1193 5.4377 -2.7191
H 2.3898 0.3002 6.1701
H 1.6305 -0.5774 -4.0756
H -0.7779 4.5006 -0.4950
H -1.3113 3.9619 -4.7019
H -1.1733 1.5021 -4.4046
H -1.3571 3.3719 1.5093
H -3.9226 -0.0011 -3.0697
H -1.0909 0.8154 7.4097
H 3.3858 2.3571 -1.8833
H -5.2248 4.4159 -3.2597
H 2.9461 -0.3239 3.9050
H -2.5345 -3.2833 0.7321
H 2.3739 2.5160 -3.3381
H 0.5340 -3.0028 -1.8830
H 4.0117 1.8264 -3.4481
H 4.8132 -2.3616 -0.5515
H -4.5037 3.6045 0.8820
H 5.0789 1.5323 1.1809
H 0.3992 3.3933 1.4021
H -0.4198 -4.3949 -3.6659
H 0.6070 1.1120 7.7670
H -0.4126 2.0822 2.2679
H 2.8743 1.2288 2.2087
H -3.1298 -0.8378 4.1895
H -4.0814 -2.2139 -3.1900
H 2.9671 -1.3944 -3.2450
H -4.6633 2.0764 -3.8106
H 3.3079 -0.1079 -4.4236
H 1.9393 1.0955 -0.7304
*
```

Output
Calculated total energy: -3554.6655 Eh
Orbital gap (alpha / beta): 0.20324 / 0.23345 hartree
LUMO energy (alpha / beta): -2.61 / -2.64 eV

---

[6]
The following is a DFT calculation (ωB97M-V/def2-TZVPD) of C19H23CuF3NO3S2Se as an isolated structure.

```
! wB97M-V def2-TZVPD RIJCOSX def2/J DEFGRID3
* xyz -2 1
Se -0.9323 -1.0114 3.4158
Cu -0.7748 -0.9076 1.1242
S -0.0543 0.7334 -0.8278
S 2.1247 -1.9450 -0.5206
F -7.2286 -2.9418 0.0364
F -7.1114 -1.3445 -1.4172
F -7.3061 -0.8847 0.6856
O 0.3801 7.4685 0.0005
O 1.2332 -1.8153 0.6710
O -1.7418 7.1674 0.5300
N -2.4434 -1.7078 0.2910
C -4.3915 -1.1424 -0.9956
C 3.3933 -0.6753 -0.3199
C 0.7654 4.6705 -0.4971
C 3.8660 -3.0335 2.2663
C -0.1558 2.4075 -0.4448
C 4.2104 -0.4841 -1.5943
C -4.6267 -2.3080 1.0692
C -0.4098 5.2109 0.0316
C 3.0400 -3.8526 1.2815
C -3.2516 -2.2688 1.2053
C 3.4185 0.1748 -2.7210
C 3.1619 -3.4169 -0.1748
C -0.5136 6.6747 0.1765
C -3.0129 -1.1897 -0.7992
C -1.3120 2.9612 0.1536
C 0.8942 3.3156 -0.7160
C -5.2089 -1.7111 -0.0416
C -6.6989 -1.7163 -0.1874
C -1.4320 4.3133 0.3756
H 1.9916 -3.7651 1.5783
H 3.1719 1.2066 -2.4665
H -4.7969 -0.6741 -1.8820
H 4.0120 -0.9516 0.5335
H -2.3349 -0.7590 -1.5266
H 3.4248 -2.0446 2.3985
H 2.7919 -4.1992 -0.8399
H 4.1881 -3.1760 -0.4674
H -2.3559 6.4270 0.5962
H 5.0837 0.1280 -1.3518
H 1.5754 5.3490 -0.7365
H 1.8162 2.9193 -1.1253
H -5.2277 -2.7742 1.8394
H 2.4686 -0.3316 -2.8943
H -2.3422 4.6513 0.8667
H 2.8095 0.2146 -0.0704
H -2.7368 -2.6254 2.0977
H 3.8688 -3.5079 3.2487
H -2.1011 2.2841 0.4545
H 4.9055 -2.9244 1.9366
H 4.6041 -1.4510 -1.9298
H 3.3112 -4.9116 1.3355
H 3.9907 0.1747 -3.6520
*
```

Output
Relative energy (zero: lowest compared OMol25 entry of this formula, charge and spin): 0.800 eV
Calculated total energy: -6156.1976 Eh
Orbital gap: 0.11619 hartree
LUMO energy: 4.10 eV

---

What is the formula in the second record?
C4H22N2O7

---

Look up the calculated total energy of the third one.
-1478.7925 Eh

---

What did the first record say?
The following is a DFT calculation (ωB97M-V/def2-TZVPD) of C32H32CrF5N4O8S as an isolated structure.

```
! wB97M-V def2-TZVPD RIJCOSX def2/J DEFGRID3
* xyz -1 5
Cr 0.1135 -0.8176 -0.6004
S -2.4400 -3.1966 8.9554
F 3.0650 -1.7454 -2.3938
F 2.6238 0.7036 -1.3371
F 3.0487 -2.6531 -0.4239
F 2.5624 -0.1647 0.6917
F 4.4892 -1.1161 -0.8961
O 0.9973 4.3288 -1.8097
O -3.4272 -2.6490 0.2780
O 0.4948 -2.2204 0.9400
O 0.2001 -2.9652 8.6950
O -1.6891 -1.4267 -0.3313
O 0.4503 -2.5996 -1.6360
O 1.0750 0.1474 -6.6074
O 0.4871 -4.8170 -1.4757
N -0.2671 0.9867 0.2396
N 1.9581 1.9796 -5.6061
N -0.4117 0.0145 -2.3889
N 0.1278 5.7507 -0.2814
C -0.1932 3.3887 0.0319
C 0.1526 2.1097 -0.3477
C -2.4650 -2.5718 4.3896
C -2.3857 -2.1058 0.5782
C 0.0851 0.8161 -4.5712
C -0.7338 -3.0993 9.4419
C -2.1125 1.0663 -3.6647
C -2.5169 -2.4026 3.0379
C -1.7916 -2.1753 1.9563
C 1.9057 3.0344 -4.5885
C -2.2851 -4.0400 6.3451
C -1.6756 0.4418 -2.5117
C -0.3055 -1.9260 2.1462
C 2.2079 -0.4173 -0.6193
C 0.3577 -3.5636 0.5381
C 1.0873 0.9537 -5.6853
C -2.3012 -3.8708 4.9861
C -2.6409 -1.4875 5.3172
C -2.4387 -2.9643 7.2312
C 2.3884 2.6259 -7.9830
C 2.9496 2.0866 -6.6738
C 0.4345 -3.6097 -0.9527
C -1.2201 1.2589 -4.7050
C -1.1604 1.1290 1.3175
C 3.2160 -1.4856 -1.0790
C -1.0653 3.5423 1.1777
C 0.4458 0.1812 -3.3967
C -2.6177 -1.6901 6.6701
C -1.5280 2.3732 1.7667
C 1.2180 4.3016 -5.0678
C 0.3568 4.4747 -0.7617
C -0.5515 -3.2463 10.9409
H 0.3365 -3.8460 11.1334
H -0.0325 -0.8968 2.3760
H -0.6163 -3.9729 0.8341
H -1.4221 -3.6933 11.4198
H 3.3672 1.0938 -6.8417
H 0.4976 -4.7282 -2.4420
H 1.9853 3.6307 -7.8619
H -2.7454 -0.8400 7.3318
H -0.3959 -2.2517 11.3608
H 1.1640 5.0067 -4.2400
H 1.7525 4.7623 -5.8998
H -2.2209 2.4189 2.5986
H 1.4103 2.6696 -3.6933
H 3.1764 2.6643 -8.7373
H 2.9345 3.2486 -4.2921
H 1.1438 -4.1884 0.9700
H -2.1550 -5.0381 6.7503
H -2.8015 -0.4911 4.9244
H 0.0737 -2.5677 2.9431
H -1.5852 0.2292 1.7273
H 0.1989 4.0838 -5.3962
H 0.7022 6.4593 -0.7067
H 1.4539 -0.1793 -3.2477
H -1.5330 1.7510 -5.6180
H 0.8205 2.0104 -1.1922
H -2.2097 -4.7302 4.3329
H 1.5984 1.9721 -8.3490
H -1.4082 4.5057 1.5255
H -2.3160 0.2621 -1.6596
H 3.7472 2.7303 -6.2996
H -0.0579 5.8574 0.7017
H -3.1380 1.3996 -3.7290
*
```

Output
Relative energy (zero: lowest compared OMol25 entry of this formula, charge and spin): 0.555 eV
Calculated total energy: -4001.6391 Eh
Orbital gap (alpha / beta): 0.17045 / 0.18027 hartree
LUMO energy (alpha / beta): 1.91 / 1.70 eV

---

Which formula does entry 1 have?
C32H32CrF5N4O8S